The following is a quantum chemistry calculation of a structure of composition C21H26Br12N2O4 in a non-equilibrium geometry, from the OMol25 dataset.

XYZ file:
```
65
Properties=species:S:1:pos:R:3:mulliken_charge:R:1
C 2.67470 -0.33534 1.30758 -0.738
O 1.81983 -1.15910 0.50752 -0.305
C 2.17183 -1.13478 -0.87787 0.243
C 1.86699 0.21944 -1.61681 -0.556
C 0.40229 0.27367 -2.24912 -1.128
C -0.59169 -0.09065 -1.10426 0.253
C -1.29699 -1.38297 -1.14014 -0.831
C -2.23824 -1.81535 -0.09735 0.857
C -3.02479 -3.16533 -0.13641 -0.858
O -2.62986 -4.11063 0.85400 -0.314
C -3.26262 -3.88884 2.11362 -0.716
C -2.47058 -0.91675 1.06026 -0.764
C -1.75146 0.33123 1.04648 0.444
C -0.82305 0.81864 0.01011 0.902
C -0.26863 2.22718 0.32395 0.221
O 0.54689 2.85072 -0.29779 -0.566
N -0.90160 2.61058 1.55797 0.162
C -1.91776 3.71583 1.51365 -0.906
C -1.55676 4.89172 0.54014 0.624
C -0.59857 6.06149 0.94303 -0.696
N -2.09377 4.88566 -0.62790 -0.703
C -1.70583 1.50407 2.06051 -0.306
O -2.25254 1.47691 3.13268 -0.581
H 3.25727 -1.01552 1.99563 0.274
H 3.33331 0.35485 0.72372 0.362
H 2.03161 0.29307 1.99279 0.169
H 1.65955 -2.00490 -1.38639 -0.331
H 3.28778 -1.30891 -0.96556 0.441
H 2.60512 0.28962 -2.47091 0.243
H 2.06075 1.11001 -0.97076 0.357
H 0.37626 -0.54784 -3.02013 0.381
H 0.18331 1.26486 -2.71908 0.395
H -1.13951 -2.08803 -1.99271 0.298
H -4.11747 -2.90504 -0.00655 0.380
H -2.95281 -3.63960 -1.15647 0.327
H -3.34678 -4.80951 2.74316 0.230
H -4.27790 -3.41553 2.05250 0.280
H -2.60599 -3.17269 2.69523 0.315
H -3.16164 -1.15407 1.89451 0.509
H -1.94872 4.15511 2.55203 0.308
H -2.93047 3.31669 1.25421 0.400
H 0.41199 5.99301 0.47166 0.049
H -1.09110 7.03379 0.66662 0.372
H -0.55694 6.04537 2.06886 0.208
H -2.70706 4.05786 -0.70337 0.316
C 2.57339 8.28560 1.64359 -0.329
Br 1.47266 7.94363 3.19585 -0.007
Br 3.06354 6.64741 0.73829 0.013
Br 1.74522 9.55071 0.43787 -0.001
H 3.49136 8.74025 2.00013 0.329
C 3.24000 -5.12054 -2.52003 -0.388
Br 3.89166 -3.43422 -3.20235 0.033
Br 1.65090 -4.88905 -1.43800 -0.001
Br 2.97173 -6.40971 -3.93690 -0.035
H 4.00917 -5.52118 -1.86811 0.398
C -6.75389 -5.93415 1.99978 -0.259
Br -7.69267 -4.29652 2.42287 -0.018
Br -7.89269 -7.48531 2.18842 -0.039
Br -5.93025 -5.85625 0.25227 0.002
H -5.95297 -6.03753 2.72429 0.299
C 7.49235 -1.61170 -3.94921 -0.351
Br 9.22154 -0.76395 -4.12074 -0.046
Br 7.59585 -3.25101 -2.92578 -0.005
Br 6.16481 -0.39512 -3.23569 0.011
H 7.16997 -1.88140 -4.94941 0.375
```

Frontier orbital gap = 8.8 eV
LUMO = -0.4 eV
HOMO level = -9.19 eV